1.
26
Properties=species:S:1:pos:R:3:forces:R:3:nbo_charge:R:1 method="wB97M-V/def2-TZVPD" orbital_gap_ev=9.3 lumo_energy_ev=0.4
B -0.713321 -1.062403 -0.363500 -0.27 -1.85 0.49 0.79
C 2.057788 -0.299912 3.108694 -2.74 -0.10 -2.36 -0.20
C 0.723359 0.146175 3.107909 1.09 -2.61 -2.56 -0.21
C 2.503309 -0.917418 1.918248 -2.82 1.09 1.96 -0.21
C -0.094111 -0.258591 2.047454 -2.03 1.49 -1.29 -0.19
C 1.666601 -1.189043 0.855789 -0.24 0.28 -0.44 -0.18
C 0.285515 -0.897558 0.869705 1.55 0.30 0.13 -0.44
C 0.301666 0.326173 -2.098216 -0.27 0.10 -1.43 -0.62
C -2.190428 0.100211 -2.321730 1.21 -0.17 -1.18 -0.60
C -1.113213 1.570085 -0.658943 2.28 0.37 1.06 -0.59
C -1.069585 0.247754 -1.310359 1.47 -2.48 0.69 -0.43
H -1.092045 -2.578268 -0.428102 0.57 3.61 -0.48 -0.05
H 2.560362 -0.228370 4.008915 1.63 0.26 1.30 0.21
H 0.259631 0.617156 3.882293 -0.85 1.37 2.20 0.21
H 3.441295 -1.280967 1.940170 3.25 -1.03 -0.40 0.20
H -1.131969 0.130405 1.891613 0.68 -0.20 1.29 0.19
H 2.176579 -1.534834 -0.020685 -0.10 -0.57 -0.51 0.20
H 0.195753 1.221478 -2.757585 0.00 -0.67 0.14 0.22
H 0.441600 -0.548589 -2.730238 0.00 -0.06 -0.31 0.21
H 1.272015 0.500016 -1.611395 -0.70 -0.19 0.75 0.23
H -1.974996 0.987312 -2.978022 -0.69 -1.14 -0.23 0.20
H -3.233572 0.129386 -2.035754 -0.02 0.20 0.76 0.22
H -2.035540 -0.893562 -2.790995 -0.22 0.79 -0.43 0.21
H -1.414475 2.311760 -1.351342 -0.43 0.86 -0.80 0.21
H -1.753895 1.561694 0.160993 -1.18 0.42 1.55 0.20
H -0.068321 1.839911 -0.334917 -1.18 -0.05 0.13 0.21



2.
106
Properties=species:S:1:pos:R:3:forces:R:3:mulliken_charge:R:1 method="wB97M-V/def2-TZVPD" smiles=CCN(CC)CC.CCN(CC)CC.CCN(CC)CC.CCCCCC.CCCCCC orbital_gap_ev=8.8 lumo_energy_ev=0.6
C -5.164934 -0.250142 -4.465198 -1.08 2.82 4.68 -1.32
C -4.042934 -0.688142 -3.589198 -0.42 -3.30 0.46 -0.80
N -3.827934 -2.180142 -3.741198 0.41 1.07 0.85 0.12
C -2.460934 -2.582142 -3.345198 0.38 -0.51 -2.66 -1.13
C -2.037934 -2.369142 -1.910198 2.65 -2.35 2.72 0.03
C -4.807934 -2.975142 -3.023198 0.56 0.86 1.90 -0.06
C -4.938934 -4.271142 -3.687198 -3.93 -3.33 2.43 -1.58
H -5.392934 0.787858 -4.123198 0.37 -0.05 -0.09 0.38
H -6.172934 -0.586142 -4.327198 -0.11 -1.46 -0.30 0.35
H -4.813934 -0.066142 -5.363198 1.02 0.03 -4.95 0.41
H -4.183934 -0.460142 -2.565198 -0.86 0.16 1.47 0.36
H -3.098934 -0.231142 -3.717198 0.96 0.74 -1.22 0.55
H -1.851934 -2.062142 -4.125198 0.14 0.18 1.12 0.36
H -2.308934 -3.621142 -3.755198 -0.26 0.58 1.12 0.33
H -0.910934 -2.735142 -1.620198 -2.22 0.91 -1.54 -0.25
H -2.517934 -3.145142 -1.141198 0.20 2.25 -1.55 0.23
H -1.992934 -1.303142 -1.601198 -0.68 -0.76 0.08 0.25
H -5.802934 -2.553142 -3.127198 0.05 0.73 0.46 0.37
H -4.488934 -3.057142 -1.844198 -1.20 0.04 -2.65 0.16
H -5.834934 -5.008142 -3.146198 2.12 2.32 -1.80 0.26
H -4.170934 -4.921142 -3.620198 3.29 -1.97 1.43 0.46
H -4.938934 -4.346142 -4.729198 -1.36 1.04 -1.94 0.48
C 3.776066 3.637858 -4.698198 -2.53 -1.46 0.80 -1.17
C 3.478066 4.769858 -3.549198 -0.57 0.24 -1.43 -0.43
N 3.803066 4.321858 -2.185198 0.47 -1.02 -1.24 0.15
C 4.124066 5.449858 -1.262198 2.81 0.56 -2.07 -0.57
C 3.129066 6.570858 -1.348198 -1.78 1.38 0.83 -0.94
C 2.795066 3.345858 -1.656198 -0.12 2.89 1.72 -0.29
C 3.529066 2.562858 -0.588198 -2.89 -0.82 -1.02 -1.26
H 2.942066 2.723858 -4.731198 2.36 2.17 0.71 0.19
H 4.754066 3.338858 -4.414198 0.75 -1.20 0.49 0.35
H 3.910066 3.768858 -5.793198 -0.56 1.39 0.70 0.38
H 2.334066 5.044858 -3.533198 2.09 0.13 -0.62 0.28
H 4.219066 5.619858 -3.806198 -1.68 -0.95 0.42 0.33
H 5.176066 5.916858 -1.596198 -2.04 -1.08 0.22 0.28
H 4.447066 5.134858 -0.249198 -1.04 -0.09 -0.48 0.39
H 3.101066 7.212858 -2.276198 0.00 -1.53 0.33 0.26
H 3.443066 7.392858 -0.670198 -0.54 -0.73 0.42 0.39
H 2.059066 6.168858 -1.102198 1.80 1.16 -0.38 0.22
H 2.226066 2.717858 -2.333198 0.35 0.42 -0.69 0.52
H 2.098066 4.101858 -1.117198 -0.02 -1.81 -0.69 0.01
H 2.859066 1.841858 -0.096198 0.59 0.10 -0.12 0.01
H 3.757066 3.346858 0.018802 1.10 1.37 2.61 0.44
H 4.396066 2.176858 -1.007198 1.54 -1.17 -0.58 0.38
C 3.260066 -4.547142 -3.829198 -0.99 1.06 -4.30 -1.25
C 2.164066 -5.010142 -2.930198 -1.46 3.04 0.98 -0.05
N 2.620066 -4.686142 -1.601198 -0.72 0.46 3.40 0.10
C 3.139066 -3.319142 -1.234198 -1.52 0.11 -0.36 -0.90
C 2.031066 -2.205142 -1.409198 2.97 -1.01 -5.91 0.20
C 1.621066 -5.131142 -0.533198 0.69 1.58 -0.75 0.12
C 1.933066 -6.527142 -0.073198 2.09 2.10 0.28 -1.56
H 3.165066 -5.063142 -4.936198 0.51 1.40 2.78 0.30
H 4.172066 -4.760142 -3.341198 1.14 -0.87 0.15 0.42
H 3.342066 -3.404142 -3.961198 -0.65 -1.66 -0.07 0.22
H 2.081066 -6.033142 -2.944198 -0.05 -2.65 -0.26 0.44
H 1.044066 -4.670142 -3.080198 1.94 0.04 -0.39 0.04
H 4.010066 -3.066142 -1.864198 -0.34 -0.15 0.50 0.36
H 3.408066 -3.369142 -0.159198 0.25 -0.09 -0.75 0.41
H 2.392066 -1.186142 -1.382198 0.96 0.30 -0.43 0.47
H 1.366066 -2.112142 -0.663198 -3.22 -0.87 2.24 -0.55
H 1.677066 -2.387142 -2.615198 0.12 0.72 3.70 0.04
H 0.601066 -4.880142 -0.836198 -0.36 -0.93 -0.78 0.19
H 1.617066 -4.403142 0.285802 0.87 -0.29 0.26 -0.17
H 1.930066 -7.217142 -0.852198 0.74 -1.11 -1.52 0.36
H 1.302066 -6.933142 0.593802 -3.13 -1.01 2.38 0.59
H 2.836066 -6.499142 0.573802 0.13 -0.16 -1.17 0.30
C 0.910066 -2.569142 2.485802 -4.78 -0.37 1.46 -1.53
C -0.452934 -1.728142 2.101802 2.33 2.42 2.79 -0.29
C 0.019066 -0.279142 1.616802 -2.08 -1.86 -2.65 -0.30
C 0.353066 0.669858 2.761802 0.22 -0.73 -0.50 0.47
C 0.885066 1.957858 2.211802 -0.38 0.99 -1.78 0.62
C 1.683066 2.909858 3.010802 1.84 -8.13 4.86 -1.12
H 1.109066 -2.215142 3.478802 0.14 -0.76 1.02 0.47
H 1.791066 -2.340142 2.014802 1.76 0.68 -2.14 0.52
H 0.637066 -3.662142 2.382802 0.69 1.17 0.60 0.31
H -1.219934 -1.572142 3.009802 1.71 -0.96 -2.04 0.28
H -0.815934 -2.214142 1.274802 -1.67 -1.11 -1.74 0.19
H -0.807934 0.183858 0.901802 1.42 -0.80 1.51 0.22
H 0.821066 -0.663142 0.846802 -0.72 1.82 1.64 -0.26
H 1.144066 0.122858 3.259802 0.32 0.19 0.86 0.23
H -0.524934 0.800858 3.454802 0.84 -0.27 -0.73 -0.22
H 0.113066 2.603858 1.861802 -1.53 -0.02 -0.70 0.40
H 1.482066 1.785858 1.300802 -0.31 -0.40 0.30 -0.59
H 2.565066 2.103858 3.353802 -0.97 2.99 -0.88 0.23
H 1.262066 3.079858 3.972802 -0.57 0.55 0.50 -0.18
H 1.860066 3.742858 2.547802 1.86 4.57 -2.68 0.63
C 0.329066 2.347858 6.196802 -1.12 5.19 1.73 -1.73
C -0.856934 2.782858 5.430802 -1.96 -0.48 1.54 0.35
C -2.148934 2.091858 5.888802 -0.75 0.95 1.32 -0.77
C -3.347934 2.388858 5.031802 -0.67 3.02 -2.54 -0.46
C -4.603934 1.670858 5.491802 -0.37 0.59 -4.25 -0.55
C -5.877934 2.332858 4.927802 -1.13 -0.33 1.02 -1.20
H 0.270066 2.568858 7.253802 -0.32 -0.23 0.45 0.42
H 1.077066 3.001858 5.860802 1.71 0.59 -0.29 0.56
H 0.589066 1.427858 6.038802 1.46 -5.47 -0.87 0.38
H -0.640934 2.571858 4.430802 -0.16 -0.05 -1.77 -0.22
H -1.038934 3.855858 5.558802 0.16 -0.08 -0.22 0.31
H -2.345934 2.454858 6.973802 0.14 -0.50 -1.59 0.38
H -2.211934 1.005858 5.971802 1.09 -0.28 -0.01 0.23
H -3.185934 2.221858 3.915802 0.27 -0.73 1.20 0.24
H -3.563934 3.507858 4.848802 0.37 -1.03 1.23 0.30
H -4.528934 1.643858 6.495802 -0.30 -0.82 3.46 0.53
H -4.501934 0.750858 4.921802 -0.30 -0.90 1.01 0.29
H -6.897934 1.739858 5.038802 2.27 1.11 -0.07 0.28
H -5.634934 2.419858 3.884802 -0.47 0.25 -0.74 0.32
H -5.996934 3.362858 5.341802 -0.10 -0.76 -0.28 0.31



3.
16
Properties=species:S:1:pos:R:3:forces:R:3:nbo_charge:R:1 method="wB97M-V/def2-TZVPD" smiles=CC.CC orbital_gap_ev=12.4 lumo_energy_ev=1.1
C 2.034035 -1.800557 0.393267 -0.72 1.12 3.38 -0.62
C 1.851661 -0.303611 0.871730 1.61 -2.36 -1.81 -0.61
H 1.880568 -2.438239 1.294597 -1.41 0.15 -0.71 0.20
H 1.590875 -2.136581 -0.480518 -1.65 -0.39 -1.38 0.21
H 2.978680 -2.175063 0.309805 3.51 0.19 -0.78 0.20
H 0.936263 0.062924 0.522317 -1.81 0.40 0.44 0.21
H 2.083051 -0.337849 1.899587 -0.50 0.56 1.30 0.21
H 2.540697 0.370563 0.416261 0.95 0.33 -0.45 0.20
C -2.033674 1.781765 -0.263324 2.58 -2.66 0.26 -0.61
C -2.057814 0.402913 -1.017727 1.40 1.70 -0.85 -0.61
H -2.516325 2.539250 -0.762353 -1.74 1.57 -0.75 0.20
H -2.289118 1.589581 0.751201 -0.88 0.38 0.80 0.21
H -0.996569 2.138266 -0.166867 -0.08 -0.17 -0.27 0.20
H -2.790597 -0.284048 -0.635440 -0.18 -0.29 0.00 0.21
H -2.174537 0.599397 -2.091608 -0.64 -0.18 0.19 0.20
H -1.037190 -0.008709 -1.040931 -0.43 -0.35 0.63 0.20



4.
38
Properties=species:S:1:pos:R:3:forces:R:3:nbo_charge:R:1 method="wB97M-V/def2-TZVPD" orbital_gap_ev=8.7 lumo_energy_ev=-0.5
C 0.516154 1.884221 -0.072280 -1.69 -0.99 1.12 -0.13
C -0.709325 1.713860 0.873559 -1.16 1.12 -1.12 0.66
C 1.417390 0.682055 0.393768 1.64 2.18 -5.11 -0.40
C 2.454740 0.578666 -0.907672 -0.50 1.01 1.23 -0.39
C 3.659269 -0.325808 -0.469785 -1.57 1.90 1.57 -0.42
C 3.183267 -1.685653 0.098780 -7.66 5.55 0.25 -0.21
C -2.179719 -0.232875 -0.305550 7.53 0.04 2.13 -0.25
C -3.214010 0.127861 -1.136269 -7.68 1.79 -9.09 0.78
C -2.464539 -1.486796 0.461268 3.03 1.10 1.10 0.09
C -1.335982 -1.708702 1.519897 0.14 -2.68 0.92 -0.66
H 0.528677 3.918445 0.720175 1.40 -2.49 -2.13 0.40
H 0.537516 3.806934 -1.003529 1.40 -1.94 2.68 0.37
H 0.310942 1.617923 -1.108483 -0.68 0.01 0.10 0.20
H 0.853163 -0.231278 0.450708 -0.35 0.07 0.58 0.19
H 2.005446 0.938871 1.219973 0.65 0.01 1.52 0.22
H 2.802373 1.641235 -1.041066 0.05 -0.90 0.44 0.22
H 1.949973 0.432281 -1.933481 0.54 -0.67 1.87 0.21
H 4.248687 0.377691 0.183749 -0.34 -1.20 -0.08 0.21
H 4.235239 -0.472932 -1.316571 1.38 -0.72 -1.70 0.21
H 3.886108 -2.295746 0.264486 5.37 -5.23 0.03 0.18
H 2.714332 -1.694874 1.203979 0.76 0.78 -2.27 0.17
H 0.914468 -1.661667 -0.321564 4.54 -2.48 -2.61 0.36
H 2.210850 -3.297852 -1.424642 -1.19 4.82 2.49 0.37
H -2.787422 1.171311 1.171467 4.22 -0.30 -1.06 0.43
H -1.143208 -0.546277 -0.811937 -2.30 1.17 -0.07 0.28
H -2.464288 -2.378210 -0.203658 -0.87 0.51 0.41 0.20
H -4.259539 -1.174866 0.702693 -4.70 -0.36 -2.95 0.48
H -1.451115 -1.099753 2.421468 0.35 0.76 -0.72 0.25
H -1.784284 -2.632468 1.951167 0.85 -0.09 -0.09 0.23
H -0.202768 -1.981326 1.307057 -2.56 0.83 -0.09 0.22
H -3.923069 1.550341 -2.196699 0.45 0.15 0.00 0.50
N 0.983987 3.286707 -0.102785 -2.21 2.88 -0.08 -0.85
N 2.064807 -1.982610 -0.937569 -1.74 -3.78 0.98 -0.88
N -1.789861 0.947409 0.644853 -6.13 -3.56 -1.41 -0.62
O -0.894167 2.386543 1.851366 1.53 1.96 1.69 -0.62
O -4.235281 -0.576639 -1.687824 6.09 3.62 4.17 -0.60
O -3.552028 -1.116753 1.230734 2.40 -0.92 3.58 -0.70
O -3.086771 1.520716 -1.689789 -0.99 -3.93 1.71 -0.69



5.
10
Properties=species:S:1:pos:R:3:forces:R:3:nbo_charge:R:1 method="wB97M-V/def2-TZVPD" smiles=NCCF orbital_gap_ev=10.3 lumo_energy_ev=1.2
N -1.113762 0.432994 0.511625 1.75 0.80 2.52 -0.84
C -0.233062 0.182381 -0.628617 -0.42 1.25 1.46 -0.26
C 1.040636 -0.337698 -0.042766 -1.49 -1.71 -0.48 0.04
F 1.335472 0.521559 0.957710 1.61 1.32 0.77 -0.36
H -1.943982 0.001359 0.386393 -3.38 -1.48 -0.58 0.34
H -0.819121 0.135512 1.492304 0.12 0.60 -2.18 0.37
H -0.082834 1.184304 -1.033827 0.45 -0.16 -0.59 0.19
H -0.743534 -0.431842 -1.347402 0.19 -0.52 -0.43 0.19
H 1.794700 -0.430507 -0.828415 0.47 -0.10 0.61 0.17
H 0.765487 -1.258061 0.532995 0.69 0.00 -1.11 0.16



6.
48
Properties=species:S:1:pos:R:3:forces:R:3:nbo_charge:R:1 method="wB97M-V/def2-TZVPD" orbital_gap_ev=7.0 lumo_energy_ev=-1.4
Au -1.149451 1.546994 -1.020354 0.09 0.40 -0.27 1.51
O 0.531820 2.543428 -0.974519 -0.11 -0.13 -0.01 -0.68
C 1.688322 2.207949 -1.537668 0.00 0.04 -0.04 0.36
C 2.736511 3.108799 -1.282929 0.01 -0.03 -0.07 -0.25
C 3.983499 2.906819 -1.822077 -0.02 0.03 0.04 -0.17
C 4.231345 1.803697 -2.640426 0.02 -0.02 -0.02 -0.25
C 3.213491 0.914689 -2.883118 -0.04 0.01 0.02 -0.16
C 1.932298 1.087255 -2.335766 0.07 -0.01 0.03 -0.15
C 0.910686 0.086111 -2.579724 -0.05 0.01 0.00 0.45
N -0.380606 0.121325 -2.254687 0.17 0.06 0.08 -0.54
C -0.965217 -1.051429 -2.692013 -0.07 -0.05 0.00 -0.07
C -0.019938 -1.798006 -3.297103 0.03 0.02 0.00 -0.07
N 1.143529 -1.067478 -3.225543 -0.02 0.05 -0.05 -0.49
H 2.521453 3.957738 -0.648669 -0.02 0.00 0.00 0.23
H 4.774619 3.613572 -1.607173 0.01 -0.01 -0.01 0.22
H 5.207751 1.647747 -3.077017 0.00 0.00 0.01 0.22
H 3.417279 0.065543 -3.523259 0.02 0.00 0.00 0.19
H -2.000329 -1.271881 -2.527960 0.02 0.00 0.02 0.25
H -0.066360 -2.763510 -3.765353 -0.02 0.00 0.01 0.23
H 2.049292 -1.373542 -3.529239 0.01 -0.02 0.04 0.43
O 1.549752 -0.970177 -0.072401 0.03 -0.03 -0.03 -0.66
C 0.708938 -0.972560 0.817874 -0.03 0.08 0.07 0.64
N -0.545111 -0.464005 0.719830 0.00 -0.16 0.03 -1.00
S -1.418494 -0.742621 2.034854 -0.11 -0.01 -0.07 2.30
O -1.945261 0.479644 2.587883 -0.01 0.03 -0.01 -0.95
O -2.413263 -1.782451 1.803892 -0.08 0.00 -0.08 -1.02
C -0.118692 -1.430841 3.014305 -0.01 -0.09 0.02 -0.24
C -0.119290 -1.874113 4.321254 0.03 0.03 -0.01 -0.21
C 1.061513 -2.429969 4.799119 -0.01 0.00 0.02 -0.20
C 2.184226 -2.539897 3.981840 0.01 0.00 0.00 -0.20
C 2.157935 -2.093161 2.666607 -0.01 0.02 0.00 -0.17
C 0.985439 -1.533639 2.193971 -0.01 0.00 -0.01 -0.15
H -0.996167 -1.785860 4.948235 -0.01 0.00 -0.01 0.23
H 1.109749 -2.782699 5.821201 0.00 0.00 0.00 0.22
H 3.088889 -2.978918 4.382377 0.00 0.00 0.00 0.22
H 3.020520 -2.167741 2.017745 0.00 0.00 0.00 0.23
S -0.597889 5.326118 1.029817 -0.03 -0.06 -0.01 -0.02
C -1.301955 4.053111 0.419330 0.08 0.05 0.01 0.22
N -1.896450 3.122604 -0.036961 -0.03 -0.13 0.05 -0.75
N -4.869457 -1.967719 0.033422 0.16 -0.02 0.13 -0.59
N -4.349980 -0.707434 -0.184246 -0.01 0.00 0.03 0.21
N -4.907649 0.390026 0.283647 0.00 0.04 0.04 -0.25
C -4.044940 1.311581 -0.092734 -0.02 0.06 -0.13 0.19
N -3.032593 0.751764 -0.775915 0.04 -0.21 0.16 -0.36
N -3.251120 -0.550339 -0.822559 -0.05 0.11 0.00 -0.01
H -5.594413 -1.833101 0.731847 -0.08 0.00 -0.07 0.39
H -4.106765 -2.476009 0.486403 0.04 -0.05 0.04 0.42
H -4.117469 2.362585 0.113961 0.00 -0.01 0.04 0.27



Electronic energy: -414.780781 -1350.627468 -159.540860 -858.535732 -234.383122 -2420.091115 (Ha)